C32H48O20 | ωB97M-V/def2-TZVPD

```
100
Properties=species:S:1:pos:R:3:forces:R:3
C -1.710 1.595 -4.921 -0.02 -0.10 -0.20
C -1.540 0.200 -5.469 -0.06 0.00 -0.06
C -2.548 -0.336 -6.268 0.06 -0.16 -0.06
C -2.457 -1.620 -6.789 0.18 -0.02 0.12
C -1.338 -2.388 -6.504 -0.04 0.12 0.02
C -0.324 -1.865 -5.710 -0.11 -0.06 -0.04
C -0.405 -0.577 -5.186 -0.10 0.02 -0.15
C 0.662 -0.005 -4.271 -0.06 -0.06 0.22
C 1.959 -0.760 -4.221 0.13 -0.08 -0.19
C 2.752 -1.020 -5.264 -0.15 0.06 0.20
C 4.038 -1.746 -5.046 -0.09 0.01 0.09
O 5.032 -1.522 -5.695 -0.01 -0.17 -0.24
C 4.016 -2.738 -3.928 -0.29 -0.03 0.13
C 3.239 -2.482 -2.879 0.08 -0.17 -0.29
C 2.459 -1.211 -2.880 0.12 -0.07 0.00
O 2.285 -0.557 -1.878 -0.31 -0.14 0.05
H -2.457 2.131 -5.504 -0.04 0.01 0.05
H -2.047 1.578 -3.883 0.08 0.02 0.06
H -0.785 2.166 -4.974 0.00 0.06 0.07
H -3.428 0.255 -6.494 0.05 0.09 0.05
H -3.249 -2.021 -7.405 -0.03 0.04 -0.01
H -1.252 -3.390 -6.901 0.03 -0.01 0.02
H 0.534 -2.488 -5.497 0.03 0.05 0.02
H 0.861 1.036 -4.528 0.04 0.00 -0.08
H 0.252 0.025 -3.257 0.07 0.10 0.02
H 2.502 -0.702 -6.269 0.16 0.11 -0.01
H 4.614 -3.637 -4.004 0.20 0.13 -0.01
H 3.155 -3.161 -2.040 0.11 0.18 0.17
C 2.246 1.386 0.722 0.14 0.03 -0.04
O 1.214 2.114 1.409 0.01 0.03 -0.02
C 0.691 1.478 2.449 -0.02 0.04 0.00
O 1.009 0.390 2.854 0.02 -0.03 0.01
O -0.258 2.255 2.981 -0.01 0.03 -0.01
C -0.914 1.684 4.114 -0.15 -0.01 0.11
H 2.575 2.024 -0.091 -0.05 0.06 0.02
H 3.081 1.189 1.392 -0.02 -0.04 0.01
H 1.860 0.456 0.320 -0.03 -0.06 0.05
H -0.206 1.496 4.919 0.03 -0.04 -0.03
H -1.416 0.757 3.843 0.05 -0.03 0.00
H -1.651 2.415 4.436 0.03 0.05 -0.06
C -7.019 1.348 6.076 -0.06 -0.08 0.07
O -6.118 1.325 4.965 0.02 0.00 -0.01
C -5.805 2.528 4.487 -0.01 -0.05 -0.03
O -6.210 3.580 4.909 -0.02 0.03 0.01
O -4.970 2.368 3.463 0.04 -0.01 0.03
C -4.536 3.595 2.870 0.12 0.14 -0.19
H -7.177 0.309 6.350 0.03 -0.01 -0.04
H -6.583 1.892 6.911 -0.01 0.04 -0.02
H -7.964 1.807 5.792 0.02 0.05 0.00
H -3.988 4.198 3.592 -0.08 0.03 0.04
H -5.383 4.158 2.484 -0.01 0.03 0.06
H -3.876 3.328 2.050 -0.02 -0.13 0.03
C -6.901 7.139 2.802 -0.09 -0.12 0.17
O -6.016 7.118 1.677 0.00 -0.04 0.00
C -5.685 8.324 1.218 0.02 -0.05 -0.02
O -6.062 9.376 1.660 -0.01 0.03 0.01
O -4.862 8.163 0.181 0.00 -0.02 0.00
C -4.423 9.387 -0.414 0.07 0.03 -0.09
H -7.075 6.102 3.072 0.05 -0.02 -0.05
H -6.443 7.659 3.641 0.00 0.07 -0.03
H -7.843 7.617 2.542 0.03 0.06 -0.02
H -3.874 9.989 0.308 -0.04 0.02 0.02
H -5.270 9.954 -0.795 -0.01 0.02 0.04
H -3.769 9.100 -1.232 -0.01 -0.04 0.01
C 8.305 1.945 -0.586 0.05 -0.04 -0.09
O 7.002 2.010 0.000 -0.02 0.00 0.00
C 6.949 2.682 1.148 -0.03 -0.02 -0.02
O 7.877 3.213 1.700 0.03 0.01 0.02
O 5.689 2.666 1.581 -0.05 -0.02 -0.02
C 5.477 3.356 2.815 -0.10 0.02 0.07
H 8.189 1.375 -1.503 -0.04 0.00 0.01
H 8.673 2.944 -0.813 0.01 0.01 0.05
H 9.000 1.441 0.082 0.01 0.04 0.03
H 5.738 4.408 2.716 0.05 -0.01 0.01
H 6.064 2.905 3.613 0.05 0.02 -0.01
H 4.418 3.256 3.032 0.00 -0.02 -0.04
C 0.825 -5.177 -1.104 -0.10 0.15 0.12
O 1.853 -5.798 -1.884 0.02 0.06 -0.02
C 1.824 -7.130 -1.864 0.06 0.04 -0.01
O 1.029 -7.807 -1.268 -0.04 -0.05 0.04
O 2.827 -7.580 -2.616 0.00 0.02 -0.01
C 2.918 -9.007 -2.681 0.07 -0.08 -0.05
H 0.967 -4.105 -1.211 0.06 -0.02 -0.05
H -0.159 -5.453 -1.477 0.01 -0.07 0.02
H 0.918 -5.450 -0.054 -0.02 -0.05 -0.01
H 2.012 -9.429 -3.112 -0.03 0.00 0.04
H 3.081 -9.425 -1.690 -0.05 0.00 0.01
H 3.769 -9.220 -3.320 0.00 0.05 0.00
C 1.821 -4.087 5.234 0.06 0.10 0.05
O 1.483 -4.645 3.962 0.01 -0.02 -0.02
C 0.802 -5.788 4.023 0.00 0.08 -0.04
O 0.471 -6.362 5.026 0.00 -0.03 0.03
O 0.547 -6.181 2.775 0.00 -0.01 -0.09
C -0.190 -7.404 2.674 -0.05 -0.11 -0.12
H 2.362 -3.170 5.020 -0.02 -0.01 -0.05
H 0.922 -3.864 5.805 -0.01 -0.04 0.01
H 2.452 -4.772 5.797 -0.04 -0.03 0.01
H -1.164 -7.304 3.149 0.03 0.00 0.07
H 0.362 -8.223 3.130 -0.02 0.02 0.07
H -0.312 -7.593 1.611 0.05 0.06 -0.01
```
Forces are in eV/Å.

Calculated values
**HOMO**: -9.2 eV
**Relative energy (zero: lowest compared OMol25 entry of this formula, charge and spin)**: 45.6 kcal per mole
**SMILES**: Cc1ccccc1CC1=CC(=O)C=CC1=O.COC(=O)OC.COC(=O)OC.COC(=O)OC.COC(=O)OC.COC(=O)OC.COC(=O)OC
**LUMO energy**: -1.05 eV
**Energy**: -2752.95281 a.u.